Here is C14H30O2 in the gas phase from the Open Molecules 2025 dataset. Energies are from wB97M-V/def2-TZVPD.

The geometry in XYZ format:
```
46
Properties=species:S:1:pos:R:3:mulliken_charge:R:1
C 0.744 -2.349 4.062 -1.969
H 0.154 -2.490 4.965 0.470
H 1.379 -1.478 4.205 0.393
H 1.376 -3.223 3.923 0.404
C -0.172 -2.143 2.851 2.425
C -1.170 -3.298 2.766 -2.092
H -0.646 -4.238 2.605 0.385
H -1.736 -3.375 3.691 0.501
H -1.875 -3.150 1.952 0.429
C -0.956 -0.829 3.053 -1.229
O -0.152 0.323 3.087 -0.605
H 0.332 0.377 2.255 0.361
H -1.460 -0.858 4.022 0.500
H -1.730 -0.735 2.277 0.373
C 0.713 -2.084 1.590 -1.418
C -0.018 -1.821 0.273 -0.056
C 0.945 -1.669 -0.908 -1.123
C 1.812 -0.407 -0.881 -0.991
C 1.041 0.916 -0.877 -0.222
C 0.198 1.108 -2.137 -1.295
H 0.836 0.908 -3.002 0.458
H -0.610 0.370 -2.132 0.445
C -0.430 2.507 -2.301 2.479
C -1.182 2.925 -1.036 -2.092
H -1.875 2.146 -0.723 0.379
H -0.490 3.124 -0.222 0.386
H -1.753 3.832 -1.221 0.509
C 0.635 3.548 -2.648 -1.899
H 0.185 4.537 -2.704 0.459
H 1.422 3.574 -1.900 0.395
H 1.077 3.322 -3.616 0.400
C -1.453 2.452 -3.459 -1.216
O -0.907 2.088 -4.702 -0.542
H -0.553 1.195 -4.633 0.350
H -1.877 3.447 -3.615 0.457
H -2.273 1.770 -3.187 0.418
H 1.771 1.725 -0.801 0.420
H 0.402 0.970 0.004 -0.049
H 2.462 -0.433 -0.003 0.380
H 2.464 -0.428 -1.759 0.423
H 0.366 -1.682 -1.834 0.401
H 1.609 -2.537 -0.932 0.469
H -0.683 -2.660 0.059 0.376
H -0.638 -0.927 0.346 0.097
H 1.241 -3.036 1.504 0.471
H 1.474 -1.316 1.743 0.382
```

## Properties
* orbital gap: 10.79 eV
* energy above the lowest of the compared OMol25 structures with the same formula, charge and spin: 0.00 kcal per mole
* E_HOMO: -10.095 eV

Here is a molecular structure, C11H17IrN2O4S3 in a non-equilibrium geometry from the Open Molecules 2025 dataset. Energies are from wB97M-V/def2-TZVPD.

The geometry in XYZ format:
```
38
Properties=species:S:1:pos:R:3:mulliken_charge:R:1
Ir -1.797 -1.123 -0.109 1.201
S -4.021 -4.856 1.543 0.008
C -3.192 -3.565 0.918 0.177
S -1.579 -3.145 1.392 -0.078
S -3.837 -2.510 -0.290 -0.070
C -1.017 -3.586 -2.642 -0.825
C -0.528 -2.182 -2.955 -0.130
O -1.420 -1.183 -2.448 -0.539
H -0.380 -4.314 -3.136 0.388
H -2.041 -3.731 -2.988 0.296
H -0.963 -3.764 -1.566 0.131
H -0.423 -2.045 -4.037 0.349
H 0.438 -1.992 -2.478 0.136
H -2.267 -1.264 -2.915 0.316
C 0.919 0.845 3.387 -1.164
C 0.606 2.112 2.605 -1.238
C 0.777 1.925 1.082 2.113
C 0.389 3.221 0.341 -1.274
C 0.476 3.116 -1.175 -1.192
C 2.255 1.662 0.791 0.024
O 3.105 2.447 1.113 -0.569
N 2.550 0.500 0.138 0.032
C 1.670 -0.493 -0.288 0.044
O 2.059 -1.442 -0.912 -0.647
N 0.356 -0.296 0.042 -0.401
C -0.105 0.784 0.650 0.602
O -1.340 0.824 0.877 -0.869
H 0.803 1.032 4.450 0.492
H 1.943 0.522 3.214 0.289
H 0.245 0.036 3.109 0.230
H 1.277 2.915 2.918 0.486
H -0.423 2.421 2.793 0.472
H 1.069 4.003 0.686 0.469
H -0.628 3.488 0.633 0.454
H 1.485 2.871 -1.499 0.292
H 0.215 4.076 -1.613 0.480
H -0.209 2.365 -1.564 0.247
H 3.532 0.328 -0.065 0.266
```

## Properties
* spin multiplicity: 6
* orbital gap (alpha / beta): 7.89 / 5.01 eV
* energy above the lowest of the compared OMol25 structures with the same formula, charge and spin: 31.35 kcal per mole
* E_HOMO (alpha / beta): -12.543 / -12.958 eV
* total charge: +1

Here is a molecular structure, C4H9Cl in a non-equilibrium geometry from the Open Molecules 2025 dataset. Energies are from wB97M-V/def2-TZVPD.

The geometry in XYZ format:
```
14
Properties=species:S:1:pos:R:3:mulliken_charge:R:1
C 1.092 0.915 -1.250 -0.901
C 0.505 -0.143 -0.631 -0.260
C -0.248 0.143 0.724 -0.327
C -1.170 -1.081 1.107 -0.984
H 1.843 0.430 -2.028 0.267
H 0.223 1.271 -2.161 0.242
H 1.576 2.083 -0.640 0.243
H 0.815 -1.078 0.062 0.310
H -0.343 -0.261 -1.392 0.113
H -0.926 0.774 0.551 0.620
H -0.784 -1.939 1.580 0.360
H -1.452 -1.146 0.041 0.264
H -1.948 -0.710 1.970 0.258
Cl 0.818 0.742 2.068 -0.205
```

## Properties
* orbital gap: 10.91 eV
* energy above the lowest of the compared OMol25 structures with the same formula, charge and spin: 129.59 kcal per mole
* E_HOMO: -10.012 eV

Here is 5 unconnected molecules or ions with the total composition C30H44N7O5 in a non-equilibrium geometry from the Open Molecules 2025 dataset. Energies are from wB97M-V/def2-TZVPD.

The geometry in XYZ format:
```
86
Properties=species:S:1:pos:R:3:mulliken_charge:R:1
N -0.701 0.905 1.403 1.017
O -0.172 -0.169 1.492 -0.678
O -0.809 1.447 0.261 -0.670
O -1.280 1.455 2.325 -0.662
C -3.632 5.733 1.248 -0.850
C -4.583 5.478 2.361 0.416
O -5.810 5.732 2.376 -0.426
N -4.070 4.783 3.619 -0.060
H -4.862 4.187 3.815 0.387
H -3.400 4.129 3.240 0.262
C -3.405 5.631 4.713 -0.733
H -2.581 5.490 1.400 0.357
H -3.768 6.788 1.008 0.338
H -4.018 5.062 0.480 0.299
H -2.319 5.717 4.701 0.291
H -3.687 5.210 5.679 0.377
H -3.780 6.655 4.709 0.341
C -1.384 -4.534 4.862 -0.976
C -0.839 -3.227 5.365 0.498
O 0.359 -3.053 5.708 -0.466
N -1.887 -2.118 5.570 -0.150
H -1.251 -1.338 5.487 0.370
H -2.584 -2.035 4.844 0.402
C -2.498 -2.213 6.958 -0.742
H -0.572 -5.086 4.388 0.321
H -2.144 -4.276 4.125 0.361
H -1.759 -5.208 5.633 0.342
H -3.188 -1.375 7.056 0.352
H -1.601 -2.037 7.551 0.375
H -2.732 -3.246 7.214 0.313
C -3.173 2.811 -9.171 -0.832
N -2.931 1.683 -8.226 -0.018
C -3.366 0.417 -8.362 -0.171
C -3.198 -0.559 -7.344 -0.718
C -2.604 -0.211 -6.155 0.973
C -2.193 1.116 -6.033 -0.628
C -2.318 2.059 -7.066 -0.421
C -2.471 -1.216 -5.052 0.830
C -2.733 -0.876 -3.704 -0.754
C -2.540 -1.877 -2.773 -0.164
N -2.099 -3.140 -3.064 0.025
C -1.640 -3.351 -4.315 -0.459
C -1.984 -2.477 -5.354 -0.678
C -2.115 -4.270 -2.085 -0.871
H -3.875 2.500 -9.944 0.291
H -2.211 3.238 -9.455 0.324
H -3.792 3.493 -8.588 0.422
H -3.901 0.251 -9.286 0.422
H -3.595 -1.537 -7.573 0.448
H -1.662 1.262 -5.103 0.528
H -1.959 3.073 -6.962 0.482
H -3.055 0.111 -3.404 0.511
H -2.623 -1.781 -1.700 0.436
H -1.191 -4.325 -4.441 0.534
H -1.917 -2.892 -6.349 0.425
H -1.094 -4.585 -1.870 0.375
H -2.786 -5.085 -2.354 0.379
H -2.526 -3.918 -1.139 0.305
C 6.057 -3.252 -2.740 -0.928
N 5.789 -2.378 -1.569 0.055
C 4.535 -1.980 -1.227 -0.336
C 4.243 -1.266 -0.077 -0.780
C 5.394 -0.924 0.720 0.507
C 6.685 -1.372 0.348 -0.638
C 6.845 -2.060 -0.819 -0.150
C 5.145 -0.118 1.977 0.620
C 5.553 1.211 2.013 -0.510
C 5.183 2.010 3.083 -0.400
N 4.575 1.374 4.152 0.101
C 4.207 0.101 4.131 -0.101
C 4.532 -0.701 3.061 -0.688
C 4.371 2.105 5.418 -0.961
H 5.995 -4.277 -2.373 0.331
H 7.029 -2.965 -3.141 0.378
H 5.345 -3.015 -3.530 0.376
H 3.706 -2.261 -1.860 0.441
H 3.300 -0.823 0.209 0.731
H 7.527 -1.075 0.955 0.503
H 7.856 -2.320 -1.097 0.453
H 6.068 1.619 1.156 0.526
H 5.453 3.042 3.249 0.456
H 3.888 -0.293 5.085 0.436
H 4.092 -1.681 2.951 0.496
H 4.511 1.409 6.245 0.373
H 3.437 2.666 5.409 0.320
H 5.180 2.823 5.550 0.386
```

## Properties
* orbital gap: 5.26 eV
* energy above the lowest of the compared OMol25 structures with the same formula, charge and spin: 66.56 kcal per mole
* E_HOMO: -16.810 eV
* total charge: +5